The following is a DFT calculation (ωB97M-V/def2-TZVPD) of a 5-piece molecular cluster, C46H61B2N3O17 overall.

As for the LUMO energy: -0.068 Ha. As for the net charge: 0. Its molar mass is 949.62 g mol⁻¹. The SMILES is C=CC[C@@](CO[C@@](CCN)(CCCOC)B(O)O)(O[C@@](CCCC(=O)O)(COC)N=C(C)C)B(N)O.O=C1C=CC(=O)C=C1.O=C1C=CC(=O)C=C1.O=C1C=CC(=O)C=C1.O=C1C=CC(=O)C=C1. As for the highest occupied orbital energy: -7.9 eV.

Positions of all 129 atoms, in Å:
C 1.80582 1.73239 5.65454
C 1.01066 1.80497 4.39829
C 0.62145 0.39567 3.58531
C 1.21343 0.36185 2.06407
C 2.23204 -0.97715 2.06725
O 2.91923 -0.95649 0.79202
C 3.20537 -2.27247 0.21165
C 4.11171 -1.89572 -1.15029
C 5.54813 -1.18938 -0.79554
N 5.62075 0.12559 -1.59985
C 4.01655 -3.31935 1.16331
C 3.93412 -4.90670 0.71445
C 4.61204 -5.24598 -0.73813
O 3.58687 -5.56639 -1.74351
C 4.07257 -5.31449 -3.11675
B 1.80059 -2.90765 -0.45577
O 0.86072 -3.78236 0.31228
O 1.39066 -2.62641 -1.87130
O 0.30360 0.10879 0.97873
C -0.95517 0.80981 0.94417
C -1.30897 0.94516 -0.69108
C -0.20302 1.84340 -1.51081
C -0.31089 1.62845 -3.16699
C -0.69852 3.11984 -3.77065
O -1.89283 3.24991 -4.35381
O 0.30173 4.18632 -3.57798
C -2.10966 -0.27695 1.48056
O -1.55195 -1.66561 1.58504
C -2.17904 -2.16421 2.84838
N -1.05619 2.17528 1.51408
C -2.26712 2.78302 1.42377
C -2.60972 3.91137 0.23463
C -3.53071 2.59499 2.50630
B 2.30205 1.61523 1.79684
N 3.64147 1.74974 2.49426
O 1.91391 2.66852 0.80522
H 2.34597 2.66457 6.15685
H 1.90616 0.68842 6.21544
H 0.62964 2.84690 3.97454
H 1.09604 -0.47167 4.25459
H -0.53475 0.28758 3.69284
H 3.05186 -0.78588 2.91416
H 1.68400 -1.95890 2.37209
H 4.16113 -2.77473 -1.91930
H 3.46216 -1.04689 -1.68457
H 5.56039 -0.86591 0.32924
H 6.48349 -1.81113 -1.13905
H 6.48847 0.65674 -1.36757
H 4.75662 0.71234 -1.39820
H 5.18441 -3.07501 1.21604
H 3.67568 -3.32009 2.30835
H 2.84873 -5.38165 0.86498
H 4.60514 -5.48208 1.51869
H 5.36821 -4.38923 -1.08061
H 5.29263 -6.21645 -0.61833
H 3.45949 -4.38647 -3.52153
H 5.20977 -5.00429 -3.17541
H 3.83930 -6.22815 -3.84866
H 0.45281 -3.28626 1.08123
H 0.92533 -3.45314 -2.24494
H -2.42524 1.23411 -0.88836
H -1.18686 -0.17016 -1.09941
H 0.86255 1.38385 -1.22911
H -0.18425 2.98139 -1.22347
H 0.76177 1.32337 -3.58063
H -1.07567 0.78656 -3.46479
H 0.07763 4.74715 -2.75406
H -3.05417 -0.27078 0.76541
H -2.43791 0.02045 2.56588
H -3.34509 -1.97339 2.88367
H -1.72896 -1.63728 3.80964
H -1.94156 -3.30753 2.92436
H -1.54774 4.29854 -0.13536
H -3.24870 3.41410 -0.61039
H -3.12723 4.87158 0.71781
H -4.16035 3.60810 2.54512
H -4.25363 1.81128 1.98485
H -3.17462 2.24745 3.56552
H 3.55658 2.57423 3.13264
H 4.42175 1.92102 1.79889
H 2.78042 3.17133 0.62406
C 6.65958 -10.59892 0.48191
C 6.45552 -9.28852 0.64783
C 5.22656 -8.77963 1.28807
O 5.03805 -7.58033 1.43855
C 4.23316 -9.77441 1.73905
C 4.43723 -11.08482 1.57313
C 5.66618 -11.59370 0.93289
O 5.85469 -12.79301 0.78241
H 7.55508 -10.98886 0.01364
H 7.17489 -8.54630 0.32313
H 3.33766 -9.38448 2.20732
H 3.71785 -11.82704 1.89783
C -6.53341 5.96122 -5.07238
C -7.18503 5.37653 -6.08226
C -6.65264 4.16636 -6.73898
O -7.24738 3.63170 -7.66468
C -5.37384 3.62674 -6.23569
C -4.72223 4.21143 -5.22581
C -5.25462 5.42159 -4.56910
O -4.65988 5.95625 -3.64339
H -6.90965 6.84972 -4.58018
H -8.12442 5.75976 -6.46239
H -4.99761 2.73823 -6.72789
H -3.78284 3.82820 -4.84568
C 2.69957 -2.33629 8.71112
C 2.00686 -2.67261 9.80353
C 0.53148 -2.62567 9.81968
O -0.10329 -2.93141 10.81973
C -0.14841 -2.19448 8.58208
C 0.54430 -1.85816 7.48967
C 2.01968 -1.90510 7.47352
O 2.65445 -1.59936 6.47347
H 3.78199 -2.36447 8.68267
H 2.49085 -2.99164 10.71884
H -1.23083 -2.16630 8.61054
H 0.06031 -1.53913 6.57436
C -7.55092 9.74636 -6.91811
C -7.85655 10.51336 -7.96913
C -9.25287 10.67284 -8.42087
O -9.53330 11.37307 -9.38396
C -10.29792 9.95364 -7.66561
C -9.99229 9.18664 -6.61459
C -8.59597 9.02715 -6.16286
O -8.31554 8.32693 -5.19976
H -6.53187 9.61804 -6.57413
H -7.10152 11.04793 -8.53304
H -11.31697 10.08196 -8.00959
H -10.74731 8.65207 -6.05068